Entry 1:
57
Properties=species:S:1:pos:R:3:lowdin_charge:R:1 method="wB97M-V/def2-TZVPD" fmax_ev_per_a=2.0 spin_multiplicity=4 total_charge=+1 de_lowest_ev=0.324 total_energy_ha=-2066.7832
H -4.613 0.692 0.088 0.1469
O -2.844 -0.303 0.566 -0.2471
C -3.206 0.643 -1.571 -0.1460
H -0.736 3.376 -1.222 0.0263
C -0.688 -1.883 -2.585 -0.1390
H -1.462 -0.856 2.791 0.1336
H -3.880 0.625 -2.436 0.1443
O 6.390 -0.582 0.771 0.1142
C -1.793 -1.684 2.151 -0.1412
C -0.744 -3.054 0.482 -0.1424
H 0.063 4.780 0.527 0.1122
H -1.720 -3.318 0.049 0.1310
N -1.251 4.159 2.595 0.2018
H -0.758 5.032 2.694 0.1236
H -2.655 -1.954 -1.687 0.1245
Nd -0.299 0.556 0.160 1.9570
H -0.753 -2.933 -2.894 0.1418
O 0.099 -1.738 -1.410 -0.2224
C 2.781 0.017 0.814 -0.1154
H 2.796 -0.475 -3.324 0.0905
C 4.128 -0.128 0.557 -0.0558
H 0.994 3.171 -1.208 0.0198
C 3.046 0.221 -1.328 -0.3363
H 5.162 -0.047 -1.262 0.1840
O 0.795 0.272 2.053 -0.1623
H -0.436 -3.851 1.173 0.1490
H -3.574 -2.195 0.986 0.1315
H -2.926 1.675 -1.330 0.1287
H 4.257 -0.375 2.985 0.0840
C 0.084 2.900 -0.649 -0.3257
O -1.490 2.169 1.590 -0.1033
O 5.207 -0.521 2.660 0.1486
C 2.756 0.456 -2.761 0.0188
H 1.132 3.531 1.173 0.1199
O -1.970 0.008 -1.880 -0.2435
H 1.755 0.883 -2.842 0.0807
C 5.349 -0.429 1.365 -0.4879
H -0.183 -1.310 -3.370 0.1366
C 2.036 0.048 2.130 -0.5468
O -0.792 -1.804 1.151 -0.2687
H -1.940 3.917 3.290 0.1268
C 0.317 -2.896 -0.613 -0.1399
C -2.101 -1.318 -2.389 -0.1464
N 4.262 0.005 -0.801 0.2011
H -4.413 -0.922 -0.637 0.1312
H 3.484 1.144 -3.187 0.0938
H 0.375 -3.802 -1.227 0.1412
C 0.160 3.697 0.685 -0.2368
H -1.876 -2.602 2.745 0.1473
C -3.139 -1.326 1.505 -0.1442
O 2.682 -0.138 3.163 0.0793
N 2.125 0.224 -0.379 0.0292
C -0.914 3.266 1.658 -0.5277
H 1.283 -2.723 -0.127 0.1371
H -3.854 -0.988 2.265 0.1468
C -3.883 -0.002 -0.349 -0.1520
H -2.626 -1.309 -3.353 0.1477

Entry 2:
49
Properties=species:S:1:pos:R:3:lowdin_charge:R:1 method="wB97M-V/def2-TZVPD" fmax_ev_per_a=1.5 spin_multiplicity=1 total_charge=0 de_lowest_ev=3.608 total_energy_ha=-978.6621
H 3.599 1.628 -2.573 0.0749
C 4.040 0.447 -0.823 -0.2293
H 4.682 -2.534 -1.531 0.0674
H -1.800 2.426 -0.932 0.1193
H -6.303 1.118 -0.861 0.0845
H 1.909 -1.584 -2.420 0.1218
C 3.628 -2.703 -1.761 -0.0857
C 2.941 -1.401 -2.095 -0.2206
H 4.911 -0.076 -1.253 0.1159
H 2.998 2.329 -1.050 0.0654
C 0.969 1.425 2.916 -0.0417
C -2.294 -0.969 -0.465 -0.0832
H 2.193 1.401 0.732 0.0977
H -3.569 -1.103 -2.213 0.1283
H -4.293 -1.771 -0.744 0.1207
H -1.696 -1.778 -0.896 0.1229
H -5.897 0.249 -2.365 0.0877
H 4.221 0.600 0.251 0.1137
C 1.745 0.427 0.920 -0.0505
C -2.351 1.601 -0.466 -0.0905
H -6.262 -0.671 -0.881 0.0843
O -0.364 0.374 -1.056 0.0768
H 0.897 -1.789 1.994 0.1088
C -0.068 0.114 4.654 -0.0951
C 0.346 1.348 4.138 -0.0742
C 0.753 -0.943 2.647 -0.0134
N 2.884 -0.451 -0.980 -0.0805
H -2.411 -1.144 0.614 0.1279
H 1.341 2.338 2.456 0.1278
C -5.783 0.239 -1.264 -0.1011
N 1.161 0.284 2.157 -0.0379
C -1.515 0.335 -0.650 -0.3541
C 3.826 1.782 -1.513 -0.0843
C 0.164 -1.032 3.892 -0.0587
H -2.451 1.793 0.613 0.1256
H 3.563 -3.371 -2.621 0.0721
H 3.484 -0.878 -2.893 0.1136
H -4.386 2.306 -0.703 0.1202
H -0.113 -2.025 4.236 0.1106
H 4.738 2.380 -1.427 0.0720
H -0.570 0.053 5.615 0.0977
C -3.673 -0.944 -1.119 -0.2038
H 3.139 -3.177 -0.908 0.0689
C -3.735 1.513 -1.099 -0.2084
H 0.186 2.279 4.682 0.1091
N -4.406 0.265 -0.834 -0.2529
H -3.646 1.695 -2.192 0.1279
O 1.316 -1.743 0.047 -0.0268
C 1.955 -0.663 0.023 -0.4709

Entry 3:
50
Properties=species:S:1:pos:R:3:lowdin_charge:R:1 method="wB97M-V/def2-TZVPD" fmax_ev_per_a=1.0 smiles="Cc1ccc(N2CCN(S(=O)(=O)N3CCCCC3)CC2)cc1C" spin_multiplicity=1 total_charge=0 de_lowest_ev=0.473 total_energy_ha=-1376.9208
C -7.228 0.963 -0.623 -0.0523
H 6.912 0.569 -1.089 0.1098
H -3.605 -1.881 -0.062 0.1026
H 3.247 2.076 0.554 0.1092
H -1.467 1.579 1.591 0.1153
H 5.537 -1.073 -2.410 0.1142
H 0.585 1.453 0.194 0.1299
H -7.011 -1.783 0.202 0.0830
N 1.040 -0.509 0.794 -0.2332
C 5.131 -0.573 -1.529 -0.1778
H -5.239 2.741 -0.202 0.1085
H 5.772 1.382 -2.168 0.1121
C -3.043 0.185 0.093 -0.2252
N -1.672 -0.024 0.266 -0.1071
S 2.700 -0.545 0.737 0.6324
H -2.870 2.326 0.176 0.1051
C -4.880 1.721 -0.173 -0.0445
C 3.637 -0.322 -1.728 -0.2107
H -7.848 0.501 0.145 0.0807
O 3.075 -1.903 0.497 -0.2622
O 3.166 0.105 1.921 -0.2621
H -1.212 -2.007 0.854 0.1356
H 3.464 0.274 -2.631 0.1300
C -3.946 -0.858 -0.106 0.0148
H -7.417 2.033 -0.621 0.0737
H -1.596 -1.758 -0.877 0.1254
H 1.010 1.208 1.916 0.1191
C 3.721 1.651 -0.330 -0.2108
C -6.222 -1.785 -0.550 -0.0451
C -3.539 1.489 0.051 -0.0262
H 5.341 0.861 0.814 0.1093
N 3.050 0.397 -0.614 -0.2178
H 5.687 2.434 0.073 0.1142
H 0.864 -2.125 -0.455 0.1188
C -5.293 -0.627 -0.343 -0.2352
H 3.551 2.315 -1.185 0.1299
H 3.104 -1.268 -1.816 0.1093
C 0.384 -1.157 -0.318 -0.1850
H 5.252 -1.231 -0.668 0.1094
H -5.686 -2.729 -0.486 0.0747
C -5.777 0.682 -0.375 -0.2513
H -1.096 -0.015 2.289 0.1363
C 0.471 0.791 1.066 -0.1847
C 5.853 0.749 -1.280 -0.1993
C -1.105 -1.325 -0.004 -0.1525
H -7.541 0.559 -1.586 0.0804
C 5.218 1.462 -0.088 -0.1778
C -1.011 0.612 1.387 -0.1359
H 0.497 -0.556 -1.233 0.1299
H -6.698 -1.723 -1.528 0.0830

Entry 4:
51
Properties=species:S:1:pos:R:3:lowdin_charge:R:1 method="wB97M-V/def2-TZVPD" fmax_ev_per_a=0.7 smiles="CCOC(=O)c1c(C)c(C(=O)NCCN2CCOCC2)c(C)n1C" spin_multiplicity=1 total_charge=0 de_lowest_ev=0.426 total_energy_ha=-1129.2416
H 2.522 -3.511 -2.374 0.1021
C -0.700 -1.342 -0.762 -0.0415
N -2.490 0.014 0.042 0.0789
H 5.781 -2.067 -0.988 0.0767
C 1.413 -0.993 -1.456 -0.0807
N -2.205 1.746 2.280 -0.1865
H 5.314 -1.284 -3.331 0.1231
H 4.883 0.326 -2.673 0.1214
C -0.404 2.895 3.452 -0.1924
H -0.118 0.741 1.025 0.0611
H 2.080 -2.466 -3.727 0.1006
C -1.496 1.829 3.548 -0.1700
O -2.675 -2.228 0.217 0.0497
H -3.501 3.364 2.727 0.1317
H 0.177 1.663 -0.464 0.0958
H 1.019 -3.811 -3.270 0.0837
C -2.766 3.050 1.964 -0.1637
H 0.097 3.017 4.414 0.1265
C -3.205 0.688 2.287 -0.1748
H -4.095 0.963 2.879 0.1256
H 5.376 -0.453 -0.383 0.0748
H -0.943 3.809 1.094 0.1225
H 1.530 0.972 0.401 0.0764
C -1.098 -3.597 -1.957 -0.0067
N 0.957 -2.181 -1.997 -0.0342
H -4.243 -0.602 0.910 0.1200
O -0.942 4.154 3.123 -0.1280
O 3.073 0.660 -1.210 0.0947
H -1.039 0.861 3.764 0.1250
H -2.039 5.079 1.717 0.1263
O 3.595 -1.236 -2.296 -0.0393
H -1.314 -3.603 -3.027 0.0895
H 0.332 2.595 2.692 0.1179
C -3.635 0.305 0.865 -0.1596
C 1.684 -3.040 -2.890 -0.0040
C 0.492 0.801 0.127 -0.0330
H -3.265 3.008 0.995 0.1170
H -4.219 1.102 0.399 0.1114
C 0.391 -0.449 -0.679 -0.1272
H -0.570 -4.516 -1.703 0.0902
H -2.181 2.089 4.375 0.1305
C -1.638 4.081 1.903 -0.1935
H 6.795 -0.679 -1.415 0.0765
H -2.747 -0.191 2.747 0.1249
C 5.776 -1.007 -1.229 -0.0606
H -1.870 0.785 -0.140 0.1090
H -2.034 -3.576 -1.407 0.0703
C -2.021 -1.251 -0.110 -0.4330
C 4.923 -0.748 -2.463 -0.2184
C -0.303 -2.404 -1.572 -0.1918
C 2.738 -0.429 -1.625 -0.4151

Entry 5:
51
Properties=species:S:1:pos:R:3:lowdin_charge:R:1 method="wB97M-V/def2-TZVPD" fmax_ev_per_a=0.6 smiles="COc1ccc(OC)c(NC(=O)CCN2CCN(CCO)CC2)c1" spin_multiplicity=1 total_charge=0 de_lowest_ev=1.880 total_energy_ha=-1129.1881
N -3.262 1.483 -1.076 -0.1762
H -1.092 -0.038 -1.345 0.1141
C 6.216 -3.983 1.228 -0.0971
H 5.894 -4.703 0.468 0.0939
H -1.680 -0.891 1.983 0.1313
H 1.058 0.809 -2.771 0.0884
C -0.326 0.457 2.965 -0.0736
O 1.362 -1.102 3.666 0.0706
N -1.096 0.568 0.621 -0.2061
C 3.652 -1.567 -1.094 -0.0232
H -1.552 -1.298 -0.185 0.1269
H -3.493 -0.531 -1.543 0.1217
C 2.601 -0.921 -0.476 -0.2085
C 4.520 -2.377 -0.370 -0.0312
H -3.747 -0.163 0.180 0.1274
H 6.933 -3.284 0.783 0.0940
O 1.696 -0.096 -1.109 -0.1110
H 0.748 0.098 0.824 0.1112
N 1.339 -0.410 1.485 0.1538
O -5.903 3.362 -2.864 -0.0644
C -1.310 1.970 0.313 -0.1505
C -4.671 3.164 -2.216 -0.2659
H -5.313 1.843 -0.621 0.1312
H -0.684 0.307 3.984 0.1205
C -1.667 -0.242 -0.437 -0.1634
C 3.274 -1.898 1.627 0.0785
O 5.124 -3.311 1.801 -0.0824
H 5.328 -2.861 -0.895 0.0994
C -1.466 0.180 1.975 -0.1769
C -4.614 1.822 -1.476 -0.1918
C -3.138 0.080 -0.711 -0.1740
H -4.581 4.002 -1.523 0.1123
C 0.883 -0.452 2.761 -0.4635
H -2.368 0.701 2.328 0.1151
C -2.774 2.312 0.013 -0.1687
C 2.408 -1.093 0.912 -0.1336
H -0.711 2.202 -0.572 0.1262
C 4.336 -2.545 0.993 -0.2737
H -3.837 3.206 -2.931 0.1234
C 1.855 0.123 -2.486 -0.0903
H 3.134 -2.034 2.685 0.1148
H -2.837 3.359 -0.282 0.1166
H -0.954 2.583 1.143 0.1201
H -4.957 1.043 -2.166 0.1204
H 1.753 -0.805 -3.058 0.0980
H 2.822 0.583 -2.714 0.0976
H -3.389 2.175 0.922 0.1230
H -6.040 2.652 -3.501 0.0852
H 3.823 -1.456 -2.153 0.1033
H 6.697 -4.517 2.046 0.0916
H 0.007 1.493 2.868 0.1156

Entry 6:
48
Properties=species:S:1:pos:R:3:lowdin_charge:R:1 method="wB97M-V/def2-TZVPD" fmax_ev_per_a=0.6 smiles=Cc1cc(C)c(C)c(OCCOCCN2CCOCC2)c1 spin_multiplicity=1 total_charge=0 de_lowest_ev=2.244 total_energy_ha=-944.4029
C 5.062 0.627 0.910 -0.1933
O -2.541 2.135 -0.259 -0.0595
C 3.634 -1.495 -0.261 -0.1512
C -2.680 0.767 -0.292 -0.2000
H -4.747 0.904 2.199 0.0836
H -0.408 -1.804 -2.336 0.0740
C -3.974 -1.136 0.417 -0.2306
H -0.441 -2.899 -0.949 0.0803
O 0.749 1.748 -1.059 -0.1671
H -5.080 -1.475 2.219 0.0825
C 4.814 -0.774 -0.930 -0.1944
C -1.060 -2.365 -1.671 -0.0526
H -1.332 2.442 -1.919 0.1337
N 2.960 -0.704 0.750 -0.1756
H -5.722 1.065 0.742 0.0849
H -6.076 -1.323 0.777 0.0825
H -0.973 0.320 -1.513 0.1009
H -3.254 -3.036 -0.246 0.1142
H -4.387 2.187 1.035 0.0735
C 1.786 0.038 0.375 -0.1585
C -3.094 -1.967 -0.261 -0.0194
H 3.388 0.632 2.290 0.1243
H 4.689 1.497 0.348 0.1132
C 3.910 -0.075 1.644 -0.1538
C -2.014 -1.451 -0.958 -0.2694
C -4.712 1.158 1.140 -0.0281
C 1.968 1.293 -0.513 -0.1856
C -1.426 2.736 -0.866 -0.1480
H 4.457 0.045 -1.573 0.1100
H 1.119 -0.646 -0.157 0.1161
H -0.312 1.808 0.728 0.1275
C -0.098 2.425 -0.154 -0.1784
H 0.392 3.350 0.183 0.1281
H 4.028 -2.388 0.242 0.1248
H 1.288 0.328 1.306 0.1211
H 2.452 2.103 0.053 0.1192
H 5.390 -1.474 -1.539 0.1243
H 2.912 -1.810 -1.016 0.1232
C -5.137 -1.722 1.159 -0.0457
H 4.342 -0.868 2.268 0.1250
H -1.603 -3.106 -2.255 0.0784
H 2.580 1.048 -1.384 0.1134
C -1.815 -0.079 -0.972 0.0188
H -5.152 -2.804 1.056 0.0743
O 5.714 -0.262 0.029 -0.1330
C -3.773 0.244 0.410 -0.1612
H -1.642 3.806 -0.821 0.1292
H 5.822 0.959 1.620 0.1243

Entry 7:
48
Properties=species:S:1:pos:R:3:lowdin_charge:R:1 method="wB97M-V/def2-TZVPD" fmax_ev_per_a=0.5 smiles=Cc1cc(C)c(C)c(OCCOCCN2CCOCC2)c1 spin_multiplicity=1 total_charge=0 de_lowest_ev=2.039 total_energy_ha=-944.4104
H -0.973 -0.939 0.374 0.1125
H 2.532 -0.811 -0.898 0.1322
H -1.595 -2.986 1.708 0.0784
C 2.331 1.888 1.398 -0.1835
H -1.872 -3.697 0.121 0.0837
H 4.323 0.437 -2.015 0.1306
H -4.898 1.759 -2.000 0.0851
H 6.436 -0.809 -1.719 0.1243
H 6.305 -0.641 0.058 0.1260
C -0.044 1.602 1.195 -0.1758
H -0.796 1.032 1.749 0.1279
C -2.891 -1.847 0.437 -0.2710
H 2.054 2.945 1.508 0.1219
H 3.500 -2.852 0.097 0.1254
C -2.505 0.419 -0.295 -0.2035
H 5.440 1.395 -1.002 0.1224
C -4.244 -1.675 0.207 -0.0184
O 1.194 1.078 1.604 -0.1587
C -6.215 -0.311 -0.508 -0.0448
H 2.411 -0.709 0.883 0.1170
C -3.877 0.590 -0.526 -0.1607
C 4.050 -1.912 0.168 -0.1933
C 4.834 0.487 -1.036 -0.1758
H -6.617 0.497 0.102 0.0829
O -1.710 1.503 -0.589 -0.0528
H 2.331 1.692 -0.772 0.1164
C 3.104 -0.720 0.044 -0.1637
H -5.124 2.320 -0.346 0.0842
H 0.090 2.286 -0.875 0.1275
C -2.024 -0.791 0.184 0.0134
H -3.584 2.602 -1.170 0.0736
C 5.741 -0.735 -0.881 -0.2015
H 4.566 -1.861 1.139 0.1278
O 4.999 -1.930 -0.874 -0.1332
C -0.334 1.450 -0.313 -0.1713
C -4.743 -0.470 -0.271 -0.2297
N 3.884 0.507 0.063 -0.1726
H -4.925 -2.490 0.403 0.1112
C 3.057 1.698 0.059 -0.1708
H 0.112 0.516 -0.678 0.1181
C -2.346 -3.151 0.937 -0.0494
H 3.029 1.620 2.197 0.1310
C -4.399 1.898 -1.042 -0.0274
H -3.139 -3.772 1.346 0.0737
H -6.745 -1.228 -0.262 0.0746
H -0.133 2.659 1.481 0.1290
H 3.721 2.556 -0.078 0.1240
H -6.411 -0.066 -1.551 0.0830

Entry 8:
56
Properties=species:S:1:pos:R:3:lowdin_charge:R:1 method="wB97M-V/def2-TZVPD" fmax_ev_per_a=0.8 spin_multiplicity=1 total_charge=+1 de_lowest_ev=0.064 total_energy_ha=-3916.4648
H 3.355 5.283 0.229 0.1065
C -2.747 3.764 0.243 0.0024
C -3.620 2.537 0.417 -0.4211
H -1.698 3.540 0.431 0.0779
H -5.181 3.382 -0.779 0.0987
C 0.613 3.628 -0.888 -0.0308
H -4.465 -1.561 -2.198 0.0656
H -5.323 1.451 2.533 0.1008
H -1.938 3.156 2.648 0.0930
C 2.673 4.466 0.041 -0.0809
C -3.976 -0.712 -2.672 -0.1455
H -4.133 0.227 2.996 0.1041
O -3.204 1.558 -0.609 0.1356
N 2.791 -3.660 1.359 0.0809
H -0.357 -2.540 -2.276 0.0217
H -3.625 3.357 3.157 0.1047
C 2.110 2.103 0.243 -0.1343
H 2.259 -4.485 1.565 0.0855
H -1.713 1.510 -3.123 0.0643
H -4.812 0.222 1.365 0.0975
H 3.707 -3.573 1.764 0.1066
C 2.976 3.194 0.461 -0.0398
H -2.669 2.002 3.764 0.1015
H -2.846 4.134 -0.778 0.1025
H -5.701 1.982 0.171 0.0879
C -2.857 2.628 2.893 0.0106
N 2.826 -1.420 0.964 -0.0024
H 1.236 5.659 -1.031 0.1109
C 2.142 -2.527 1.006 -0.8419
H -5.438 3.546 0.957 0.1059
O -0.016 1.389 -0.652 -0.2463
C -5.076 2.872 0.180 0.0045
H -0.304 3.775 -1.443 0.1072
C 1.481 4.672 -0.659 -0.0619
C -3.325 1.760 1.746 -0.4372
H -4.353 0.229 -2.281 0.0489
C 2.639 0.820 0.652 -0.0462
O -2.234 0.869 1.355 0.1668
As -2.106 -0.785 -2.324 1.2260
H -1.502 -2.777 -3.637 0.0618
C -1.180 0.573 -3.277 -0.1501
H -4.117 -0.761 -3.752 0.0639
H 3.657 0.806 1.032 0.1366
H -0.173 0.653 -2.875 0.0473
N 2.070 -0.331 0.584 -0.1769
O -1.906 -0.528 -0.582 -0.2266
H 3.913 3.007 0.972 0.1153
S 0.442 -2.641 0.618 0.6130
H -1.974 -3.226 -1.974 0.0639
C -1.402 -2.527 -2.580 -0.1773
C 0.882 2.334 -0.416 -0.3229
B -2.360 0.712 0.020 -0.9332
H -1.174 0.297 -4.331 0.0633
H -3.063 4.554 0.923 0.1050
C -4.475 0.864 2.181 0.0042
Pd 0.207 -0.480 0.025 0.7826